{"formula": "C4H6F3NS", "method": "wB97M-V/def2-TZVPD", "species": ["C", "C", "C", "C", "N", "F", "F", "F", "S", "H", "H", "H", "H", "H", "H"], "xyz": [[2.22, -0.32, 0.31], [-1.08, -0.45, 1.65], [-0.52, 0.63, -0.38], [-0.08, 0.85, -1.73], [-0.61, -0.55, 0.26], [-0.66, -0.11, -2.55], [-0.41, 2.04, -2.38], [1.23, 0.81, -1.97], [1.46, -1.63, 0.50], [3.31, -0.20, 0.39], [-1.98, 0.07, 1.77], [-1.18, -1.44, 2.09], [-0.35, -0.02, 2.30], [-0.56, 1.52, 0.25], [-0.80, -1.20, -0.50]], "lowdin_charge": [-0.493, -0.080, -0.117, -0.585, -0.241, 0.067, 0.077, 0.107, 0.792, -0.024, 0.074, 0.087, 0.080, 0.132, 0.124], "lumo_ev": [-0.03, 0.06], "relative_energy_kcal_mol": 113.38, "e_homo_ev": [-7.289, -7.262], "energy_ha": -908.3756, "total_charge": 0}